46
Properties=species:S:1:pos:R:3 method="wB97M-V/def2-TZVPD" e_above_lowest_ev=2.835 homo_lumo_gap_ha=0.10891 total_charge=-1 homo_ha=-0.1177 lumo_energy_ev=-0.24
N -16.256 8.515 0.999
H -17.224 8.622 0.734
H -15.723 8.003 0.311
H -16.236 8.087 1.914
H -15.895 9.448 1.137
S -13.248 13.592 1.541
O -13.914 14.653 0.759
O -12.287 12.920 0.627
O -12.470 14.198 2.655
O -14.290 12.725 2.062
O -7.933 13.127 -0.049
H -7.855 13.286 0.891
H -8.868 12.974 -0.189
O -12.693 11.372 6.208
H -13.575 11.137 5.920
H -12.445 12.106 5.646
O -16.934 17.897 0.938
H -17.220 18.414 0.184
H -16.243 17.332 0.594
O -11.364 8.872 1.538
H -10.754 8.570 0.865
H -11.487 9.803 1.351
O -17.681 13.742 -0.783
H -16.782 13.862 -0.479
H -18.157 14.493 -0.428
O -18.037 12.623 4.709
H -18.560 13.322 4.317
H -17.310 12.497 4.099
O -15.178 17.239 4.602
H -14.516 16.640 4.256
H -15.621 17.581 3.825
O -9.239 18.162 0.891
H -8.617 18.436 1.566
H -9.533 17.295 1.174
O -8.523 13.330 4.026
H -8.381 13.611 4.930
H -9.406 13.635 3.817
O -12.463 10.910 -3.597
H -12.071 11.013 -2.730
H -13.043 11.665 -3.690
O -10.425 18.377 5.358
H -10.901 17.642 4.971
H -9.986 18.004 6.122
O -12.687 15.269 -3.517
H -12.692 15.094 -2.576
H -12.220 16.100 -3.603